[1]
Here is C22H38As2B11Br6N3O4Ti as an isolated structure in a non-equilibrium geometry from the Open Molecules 2025 dataset. Energies are from ωB97M-V/def2-TZVPD.

Computed properties:
Energy relative to the best compared isomer or geometry (same formula, charge and spin), eV: 0.244
E_HOMO (alpha / beta), eV: -13.8 / -13.8
Net charge: +2
Expectation value of S²: 2.007
Gap between HOMO and LUMO (alpha / beta), eV: 7.23 / 5.22
Total energy, hartree: -22364.5287
Spin multiplicity: 3

Each line ends with the Löwdin charge.
Element x y z (Å)
Ti: 0.525154 0.459435 0.927479  0.5839
C: -0.228528 -2.092133 -5.009228  -0.3099
As: -0.077406 -0.977894 -3.458593  1.2741
C: -1.692964 0.012372 -3.539612  -0.2677
C: 1.371932 0.304352 -3.873671  -0.3424
C: 1.846042 0.116174 -5.184504  -0.0981
C: 2.838550 0.922708 -5.654590  -0.0546
C: 3.269607 2.016394 -4.969460  -0.0283
C: 2.747344 2.254588 -3.711347  -0.1027
C: 1.862887 1.368385 -3.069654  -0.3536
As: 1.337437 1.986205 -1.243408  1.1592
C: 3.138061 2.279167 -0.531381  -0.2652
C: 0.615931 3.772150 -1.759127  -0.2314
H: -0.586542 -1.524865 -5.867235  0.0662
H: -1.007095 -2.821173 -4.907902  0.0157
H: 0.686597 -2.638870 -5.110808  0.0336
H: -1.898727 0.261398 -4.584557  0.0701
H: -1.680530 0.950190 -3.019851  0.0053
H: -2.465426 -0.626447 -3.071966  0.0018
H: 1.469211 -0.666009 -5.804629  0.0810
H: 3.317620 0.672872 -6.602522  0.1360
H: 4.109144 2.615455 -5.249624  0.1253
H: 3.103685 3.071442 -3.153265  0.0776
H: 3.580532 3.131522 -0.989284  0.0238
H: 3.709122 1.329683 -0.626991  0.0646
H: 3.112543 2.530170 0.527316  0.0238
H: 1.216778 4.305277 -2.475534  0.0307
H: 0.684110 4.427715 -0.887133  0.0410
H: -0.413975 3.544404 -2.078674  0.0194
O: -0.336160 1.989914 2.308448  -0.1071
C: 0.138997 2.447829 3.347511  -0.1349
C: 1.342519 2.083250 3.979361  -0.1086
C: 1.608146 2.653757 5.263186  0.0882
C: 2.755040 2.249320 5.851228  -0.1025
C: 3.690172 1.348721 5.222214  0.0997
C: 3.370161 0.715740 4.022335  0.0643
C: 2.189414 1.128269 3.427770  -0.3070
O: 1.829855 0.620225 2.277414  -0.2121
N: 3.089985 2.736467 7.216428  -0.3358
O: 2.233305 3.438251 7.741845  0.0895
O: 4.152860 2.437755 7.731619  0.1105
H: -0.479874 3.180038 3.819523  0.1453
H: 0.868511 3.359594 5.749041  0.1687
H: 4.651842 1.297104 5.667988  0.1221
H: 3.973512 0.045448 3.517409  0.1129
Br: -0.966822 -1.111775 2.603570  1.0318
B: -0.699631 -2.909424 1.743798  -0.7637
B: -0.404499 -4.346970 2.675368  -0.1959
C: 0.547812 -5.269418 1.651109  0.0451
B: 0.885866 -3.612148 1.756330  -0.2917
B: 1.104374 -4.670736 0.365365  -0.3092
B: -0.207200 -5.932534 0.137986  -0.2518
B: -1.145201 -5.808793 1.620181  -0.1635
B: -1.948044 -4.133294 1.694511  -0.8717
Br: -3.733962 -3.960571 2.346514  0.9108
B: -1.786720 -5.202804 0.059820  -0.8842
Br: -3.100984 -6.247358 -0.897903  0.9097
B: -0.265272 -4.486982 -0.746680  -0.8103
Br: -0.127890 -4.472311 -2.750507  0.8757
B: 0.242775 -3.119753 0.268631  -0.7708
Br: 1.257357 -1.513933 -0.485634  0.9206
B: -1.464655 -3.343754 0.052514  -0.9691
Br: -2.767081 -2.420912 -0.883994  0.9934
H: -0.398264 -4.561694 3.720092  0.1255
H: 1.076338 -6.031250 2.192674  0.1956
H: 1.835018 -3.172031 2.330918  0.1826
H: 2.141735 -4.829121 -0.196829  0.1827
H: -0.013047 -6.985814 -0.335037  0.1674
H: -1.668133 -6.624832 2.359274  0.1760
C: -3.992091 1.884503 -1.454456  -0.0376
C: -3.276906 2.499942 -0.275161  -0.5968
C: -3.302204 4.006625 -0.527144  -0.0455
C: -3.944809 2.251386 1.114360  -0.0062
N: -1.850927 2.067006 -0.250726  -0.0822
N: -1.482917 0.766541 0.171844  -0.0974
H: -5.071993 2.137473 -1.489075  0.1186
H: -3.869882 0.798694 -1.486908  0.0636
H: -3.491398 2.290835 -2.333048  0.0742
H: -4.381241 4.301650 -0.378545  0.1144
H: -3.062635 4.279128 -1.597527  0.1019
H: -2.729045 4.646897 0.111409  0.0771
H: -4.764628 2.911822 1.164874  0.0734
H: -3.335850 2.541367 1.948220  0.0766
H: -4.193582 1.207026 1.264863  0.0875
H: -1.381343 2.720977 0.411109  0.0991
H: -1.652922 0.197562 -0.669526  0.0464
H: -2.178875 0.542426 0.829799  0.0256

Force components x, y, z for each atom (eV/Å):
-0.06 1.02 2.51
-0.52 -0.11 -0.13
0.69 0.67 -0.67
-1.12 -0.20 0.44
-0.39 -0.16 0.28
-0.35 -0.06 1.38
0.90 -0.13 -1.92
0.21 0.15 1.39
-0.63 -1.28 0.49
-0.51 -0.01 -0.84
0.32 0.23 -0.67
-0.21 -0.80 0.58
0.01 -0.69 0.95
0.66 0.38 -0.13
-0.47 -0.41 0.70
0.53 -0.11 -0.52
-0.03 -0.38 0.01
0.31 0.46 0.55
0.15 0.37 -0.61
0.01 -0.35 -0.19
-0.29 0.12 0.11
0.15 0.31 -0.65
0.46 1.01 0.47
0.67 0.36 -0.70
-0.21 0.80 -0.20
-0.31 -0.13 0.15
0.18 -0.36 -0.72
-0.58 -0.27 0.21
0.47 0.54 0.15
-0.05 -0.72 -1.91
-0.20 -0.04 0.13
0.06 0.73 1.55
-1.26 0.28 -0.47
1.72 -0.97 0.15
-1.45 0.85 -0.42
-0.78 2.21 2.02
-0.38 -0.16 -0.20
-0.35 -0.91 -2.45
-0.28 0.85 0.83
0.57 -0.55 -0.44
-0.65 -0.11 -0.84
-0.32 0.75 0.70
1.18 -0.93 -0.56
0.61 -0.56 0.53
1.29 -1.22 -0.72
0.21 -0.40 -0.35
-0.64 0.18 -0.82
-1.34 -0.33 -4.38
-1.26 -2.68 1.88
0.63 -0.44 1.07
0.95 0.65 -2.96
0.43 0.03 1.00
-0.51 1.52 0.98
0.46 -1.20 -1.23
-0.31 0.27 0.33
1.14 1.14 0.95
-0.03 0.62 0.19
-1.25 0.66 -0.73
0.13 0.19 1.01
0.32 0.58 -0.88
0.09 -0.48 -0.42
0.78 -2.16 1.93
-1.09 1.62 -1.04
0.03 -0.39 3.74
0.72 0.15 0.15
-0.20 -0.14 -0.29
-0.01 0.01 0.50
0.54 -0.15 0.15
0.83 0.24 -0.77
-0.21 -0.42 -0.13
0.08 0.07 1.37
-1.41 0.48 -1.47
0.92 -0.60 -1.18
1.61 2.99 -0.36
-0.56 0.36 -1.84
0.70 -0.18 0.09
-0.27 -0.09 0.11
-0.27 -0.07 -0.24
1.11 -0.09 -0.25
-0.07 -0.39 1.12
0.55 0.09 0.65
-1.48 0.16 0.15
0.83 0.25 0.31
-0.53 -0.15 0.00
-0.46 -0.66 -0.69
0.00 -0.38 0.62
-0.93 -1.31 1.37

=====

[2]
Here is a 6-piece molecular cluster, C22H38BrClNO15P overall in a non-equilibrium geometry from the Open Molecules 2025 dataset. Energies are from ωB97M-V/def2-TZVPD.

Computed properties:
SMILES string: C[C@@H](Br)C[PH2](Cl)CCCCN.O=C1OCCO1.O=C1OCCO1.O=C1OCCO1.O=C1OCCO1.O=C1OCCO1
E_HOMO, eV: -8.4
Net charge: 0
Gap between HOMO and LUMO, eV: 8.71
Total energy, hartree: -5420.0300

Each line ends with the Löwdin charge.
Element x y z (Å)
C: -1.560896 3.746216 2.961297  -0.1547
C: -2.138479 2.582844 2.075233  -0.7466
Br: -4.022442 2.340337 2.668172  0.6400
C: -2.137279 3.043028 0.580893  -0.4186
P: -1.499610 1.722662 -0.632009  0.5835
Cl: -1.053190 0.170247 -2.118165  0.1479
C: 0.273365 2.296775 -0.563093  -0.3339
C: 1.182844 1.571850 0.474018  -0.2255
C: 1.416399 0.051137 0.226977  -0.2076
C: 0.442856 -0.871142 1.016800  -0.2544
N: -0.003467 -2.042811 0.222261  0.0092
H: -2.013282 4.662948 2.561105  0.0712
H: -0.466924 3.766175 2.889380  0.0754
H: -1.930534 3.589069 3.980538  0.0511
H: -1.615680 1.634803 2.246765  0.0583
H: -3.186003 3.270727 0.321076  0.0438
H: -1.612422 4.010328 0.513832  0.0698
H: -1.995851 0.700672 0.225685  0.0031
H: -2.334985 2.297102 -1.628488  0.0017
H: 0.744398 2.195038 -1.552736  0.0716
H: 0.323378 3.370271 -0.324009  0.0796
H: 2.174807 2.051291 0.388171  0.0983
H: 0.873509 1.733500 1.520047  0.1041
H: 2.440241 -0.180973 0.573786  0.0970
H: 1.420059 -0.122813 -0.857773  0.0615
H: -0.461542 -0.358560 1.381276  0.0834
H: 1.003589 -1.246424 1.875289  0.0765
H: -0.999005 -2.147691 0.326846  0.0439
H: 0.255144 -1.907448 -0.741806  -0.0069
O: -4.285817 0.912150 -1.275194  0.0982
C: -4.867703 0.998987 -2.306165  -0.5624
O: -6.089320 0.466502 -2.541555  0.0587
C: -6.545612 0.971517 -3.798308  -0.1129
C: -5.258092 1.332574 -4.491036  -0.1121
O: -4.393699 1.640696 -3.396422  0.0575
H: -7.116978 0.216770 -4.334693  0.1358
H: -7.183676 1.839991 -3.619123  0.1357
H: -4.833724 0.496325 -5.051195  0.1381
H: -5.361733 2.187775 -5.155656  0.1355
O: -3.226688 -4.465447 1.033520  0.1629
C: -3.859451 -3.491510 0.797427  -0.5792
O: -4.057628 -2.473388 1.669500  0.0626
C: -4.665342 -1.398055 0.948651  -0.1271
C: -5.316194 -2.104272 -0.208870  -0.1154
O: -4.479898 -3.249244 -0.384703  0.0621
H: -5.379701 -0.866393 1.573692  0.1298
H: -3.887634 -0.700833 0.627661  0.0984
H: -6.331117 -2.439315 0.021286  0.1357
H: -5.339520 -1.496670 -1.111637  0.1085
O: 3.543434 -0.773210 -3.415219  0.1581
C: 3.135960 -1.873908 -3.234367  -0.5652
O: 3.480892 -2.951440 -3.978256  0.0678
C: 2.979727 -4.114275 -3.313654  -0.1166
C: 1.847807 -3.559845 -2.490811  -0.1195
O: 2.270140 -2.215228 -2.252474  0.0337
H: 2.651958 -4.861159 -4.033857  0.1347
H: 3.776261 -4.539289 -2.698072  0.1343
H: 0.901352 -3.541045 -3.036434  0.1393
H: 1.704149 -4.092454 -1.552716  0.1361
O: 6.633151 1.371871 1.900096  0.1497
C: 6.150273 0.972448 0.889147  -0.5855
O: 6.653729 -0.041967 0.148076  0.0659
C: 5.680889 -0.376407 -0.848515  -0.1176
C: 4.887578 0.896521 -0.973325  -0.1243
O: 5.021680 1.471800 0.330727  0.0504
H: 6.163370 -0.665797 -1.779588  0.1350
H: 5.076799 -1.211925 -0.485999  0.1336
H: 5.311348 1.584522 -1.708415  0.1407
H: 3.840855 0.719172 -1.215926  0.1070
O: 1.123911 -0.763579 4.095602  0.1578
C: 2.275644 -0.539817 4.258103  -0.5734
O: 2.774256 0.561971 4.870134  0.0652
C: 4.183033 0.371079 5.026887  -0.1117
C: 4.492708 -0.628348 3.945018  -0.1153
O: 3.267663 -1.345636 3.814486  0.0649
H: 4.718631 1.309792 4.900293  0.1359
H: 4.382295 -0.019601 6.027834  0.1334
H: 4.723273 -0.154085 2.989467  0.1143
H: 5.307766 -1.297481 4.213206  0.1382

Force components x, y, z for each atom (eV/Å):
-1.01 -1.12 -0.45
0.35 1.75 -0.18
0.36 -0.34 -0.10
-0.52 -0.40 0.85
-0.55 2.03 0.66
0.14 -0.75 -0.71
0.60 -0.29 0.20
0.53 -0.36 -0.25
-0.08 0.51 0.49
0.25 -0.56 -0.75
0.68 0.17 0.54
0.33 -0.07 0.32
-0.24 0.09 0.11
0.57 0.22 -0.06
-0.31 0.14 0.04
0.43 -0.20 -0.11
0.03 -0.43 -0.13
0.37 0.19 -0.54
0.71 -0.37 0.16
-0.37 -0.25 0.24
-0.48 -0.34 -0.03
-0.40 0.05 0.05
-0.14 0.02 -0.35
-0.32 0.07 -0.12
-0.23 -0.15 0.30
0.50 0.24 0.04
-0.41 0.20 0.05
-0.10 -0.21 -0.36
-0.46 0.08 -0.17
-0.12 -0.08 0.35
0.10 0.07 -0.18
0.15 0.06 -0.02
-0.46 -0.01 -0.22
0.08 0.05 -0.50
-0.18 -0.06 0.17
0.04 -0.10 0.19
0.06 -0.02 0.04
0.00 0.01 0.07
0.15 0.07 0.14
0.12 -0.19 0.02
0.04 -0.06 0.07
-0.06 -0.12 -0.20
0.01 0.51 0.15
-0.30 0.17 -0.35
0.02 0.06 0.14
0.12 -0.09 0.14
-0.08 -0.06 -0.01
0.05 -0.03 0.04
0.11 -0.20 0.03
0.21 0.31 0.05
-0.14 -0.17 0.01
-0.08 0.16 0.13
0.09 -0.43 -0.07
-0.42 -0.37 0.25
0.23 0.01 -0.18
0.09 0.15 -0.12
-0.02 0.06 -0.01
0.06 0.05 0.00
0.00 0.25 0.08
-0.02 -0.02 0.14
0.06 0.09 -0.01
-0.15 0.15 0.07
-0.03 -0.36 -0.33
-0.40 0.11 -0.43
0.19 -0.14 0.13
0.14 0.04 0.13
-0.01 0.05 0.04
0.02 -0.03 0.06
0.06 0.08 0.15
-0.35 0.06 0.25
-0.05 0.04 -0.17
0.03 -0.17 -0.04
0.26 0.27 0.22
0.58 -0.12 -0.24
-0.01 0.08 0.17
-0.19 0.05 -0.05
-0.07 -0.03 -0.04
-0.01 0.07 0.07
-0.14 -0.13 -0.05

=====

[3]
Here is C22H38CaP2 as an isolated structure in a non-equilibrium geometry from the Open Molecules 2025 dataset. Energies are from ωB97M-V/def2-TZVPD.

Computed properties:
Energy relative to the best compared isomer or geometry (same formula, charge and spin), eV: 0.894
E_HOMO, eV: -5.3
Net charge: 0
Gap between HOMO and LUMO, eV: 4.79
Total energy, hartree: -2221.1651

Each line ends with the Löwdin charge.
Element x y z (Å)
P: -3.853093 -0.245381 -2.895600  0.8865
P: -2.491569 -3.335750 -1.996039  0.7360
C: -4.311496 -1.887794 -3.609332  -0.4191
C: -4.277646 -2.901496 -2.459273  -0.4276
H: -3.565960 -2.084191 -4.412810  0.0682
H: -5.307988 -1.776903 -4.072615  0.0856
H: -4.729944 -2.432671 -1.556544  0.0531
H: -4.839566 -3.818726 -2.693203  0.0853
C: -1.936076 -4.131112 -3.542531  -0.2775
H: -0.945050 -4.570208 -3.368863  0.0577
H: -1.838438 -3.412553 -4.362164  0.0151
H: -2.635340 -4.935098 -3.826638  0.0575
C: -2.773544 -4.845832 -0.933592  -0.2991
H: -3.189408 -5.633232 -1.594480  0.0520
H: -3.497184 -4.655679 -0.105330  0.0421
H: -1.795097 -5.175993 -0.526852  0.0522
C: -4.227627 0.643944 -4.468700  -0.2699
H: -4.088713 1.726353 -4.364111  0.0389
H: -5.282644 0.459532 -4.713248  0.0387
H: -3.630701 0.292664 -5.317442  0.0360
C: -5.252732 0.525430 -1.990833  -0.2645
H: -5.636786 -0.150194 -1.211148  0.0324
H: -6.053300 0.756314 -2.707730  0.0352
H: -4.881159 1.475214 -1.560471  0.0488
Ca: -2.357359 -2.187973 0.319256  1.0901
C: -0.459775 -0.953788 -4.141045  -0.1063
C: -0.885572 -0.441322 -5.300078  -0.1303
C: -0.514812 0.899940 -5.859547  -0.1883
C: -0.288346 2.058069 -4.853756  -0.2038
C: -1.437388 2.338384 -3.932237  -0.1192
C: -1.760542 1.693341 -2.819744  -0.1640
C: -1.092468 0.504653 -2.164457  -0.2567
C: 0.027295 -0.206934 -2.922085  -0.1859
C: -1.947198 -0.490827 2.023809  -0.3627
H: -0.327374 -2.063853 -4.075495  0.0916
H: -1.486657 -1.085526 -5.986244  0.1065
H: -1.299227 1.236801 -6.563199  0.1060
H: 0.392621 0.864377 -6.493525  0.1195
H: 0.690084 1.985501 -4.347461  0.1061
H: -0.204110 2.972764 -5.476203  0.1087
H: -2.106300 3.120989 -4.351642  0.1132
H: -2.680318 2.018284 -2.319758  0.0843
H: -1.894056 -0.228272 -1.982901  -0.0360
H: -0.768078 0.737371 -1.147597  0.1115
H: 0.828108 0.527633 -3.085053  0.1052
H: 0.472241 -0.950709 -2.234392  0.0942
H: -1.402807 -0.796016 2.933462  -0.0639
H: -2.929126 -0.082298 2.321276  -0.0975
H: -1.343013 0.305254 1.558934  -0.0718
C: 0.384807 -2.789637 0.693295  -0.2286
C: 1.215680 -2.021184 1.589779  -0.3718
C: 1.391861 -2.283193 2.985112  -0.0808
C: 2.192809 -1.464713 3.779726  -0.1207
C: 2.854750 -0.365475 3.209245  -0.1379
C: 2.681321 -0.069359 1.848304  -0.1188
C: 1.901368 -0.896354 1.051395  -0.0894
H: 0.690878 -2.675952 -0.357082  -0.0085
H: 0.145654 -3.820961 1.010662  -0.0054
H: 0.930847 -3.180111 3.404873  0.0955
H: 2.369104 -1.711753 4.831857  0.0929
H: 3.512588 0.251533 3.815003  0.0804
H: 3.199784 0.778399 1.395484  0.0917
H: 1.799955 -0.706424 -0.021019  0.0871

Force components x, y, z for each atom (eV/Å):
-0.74 0.27 -1.40
-0.89 -0.67 -1.82
-0.64 0.32 0.40
0.36 -0.48 0.08
-0.52 0.08 0.57
0.29 -0.50 0.12
-0.04 -0.35 -0.38
0.15 0.17 0.18
0.13 -0.45 -0.09
-0.19 0.07 -0.05
-0.11 -0.16 0.26
0.23 0.28 0.04
-0.01 -0.10 -0.26
0.13 0.30 0.59
0.45 -0.23 -0.48
-0.60 0.13 -0.10
-0.01 0.38 -0.35
0.00 -0.30 -0.03
0.13 0.02 0.00
0.10 0.09 0.27
-0.63 -0.46 -0.16
0.07 0.47 -0.01
-0.05 -0.03 0.41
-0.19 -0.60 -0.03
2.04 1.42 2.39
0.52 -0.65 -0.15
0.14 -0.59 -0.45
-0.71 1.18 -0.06
0.65 0.75 -0.67
-0.31 0.13 -0.56
-0.01 -0.21 0.43
0.15 -0.18 0.52
0.97 0.04 0.50
-0.70 -0.24 -0.28
-0.94 1.02 0.18
1.00 0.22 0.31
0.12 -0.16 0.27
-0.30 -0.49 0.33
-0.59 -0.14 -0.15
0.20 -0.45 0.20
0.31 -0.49 0.73
0.34 0.03 0.01
0.83 0.42 -0.07
0.38 0.42 -0.03
-0.11 -0.43 -0.28
-0.24 0.32 -0.20
-0.23 -0.09 -0.34
0.31 0.34 0.19
-0.21 -0.05 0.06
-1.36 -0.53 -0.42
0.16 0.56 0.35
0.03 0.11 -0.68
0.31 0.08 -0.57
-0.19 0.04 0.03
0.05 -0.47 0.15
-0.11 -0.12 0.49
0.00 -0.45 0.24
0.48 0.20 -0.26
0.01 0.28 -0.03
-0.17 0.10 -0.36
-0.14 -0.05 -0.03
-0.12 -0.19 0.19
0.03 0.06 0.29